1.
Computed, not measured: a structure of composition C31H26CuNP2S3, with ωB97M-V/def2-TZVPD.

Calculated values
* HOMO-LUMO gap (alpha / beta): 6.50 / 6.60 eV
* spin multiplicity: 2
* energy above the lowest of the compared OMol25 structures with the same formula, charge and spin: 7.11 kJ/mol
* charge: -1
* highest occupied orbital energy (alpha / beta): -3.951 / -4.295 eV
* energy: -129785.8481 eV
* ⟨S²⟩: 0.757

Each line ends with the Löwdin charge.
Atoms and positions in Å:
Cu: 1.05 0.12 0.51  -0.1730
S: 5.41 -0.01 -0.63  0.3831
S: 2.53 0.46 -1.27  0.4448
S: 3.23 -0.20 1.45  0.4586
P: 0.44 -2.23 0.26  1.0474
P: -0.04 2.24 0.50  1.0607
N: -0.22 -0.13 2.03  -0.0736
C: 3.22 4.63 0.79  -0.0710
C: 1.44 -3.67 -0.24  -0.3559
C: 0.55 4.99 0.14  -0.0850
C: 2.77 -3.46 -0.60  -0.0743
C: -1.73 2.71 -3.14  -0.0810
C: -3.41 3.44 -1.59  -0.0929
C: -0.98 0.83 2.63  -0.3875
C: -0.88 2.25 2.15  -0.2382
C: 1.76 -6.04 -0.53  -0.0971
C: -1.29 2.63 -0.77  -0.3501
C: 3.59 -4.53 -0.93  -0.0727
C: -1.25 -3.02 -1.82  -0.1011
C: 2.36 3.54 0.78  -0.0871
C: -1.40 -1.13 3.64  -0.0910
C: -0.89 2.41 -2.08  -0.0875
C: 1.02 3.72 0.47  -0.3398
C: -3.00 3.22 -2.90  -0.0983
C: -1.19 -2.57 -0.50  -0.3417
C: 2.75 5.90 0.47  -0.0973
C: 0.94 -4.97 -0.20  -0.0986
C: -2.47 -3.18 -2.46  -0.0977
C: -3.60 -2.44 -0.47  -0.0891
C: -1.73 0.25 3.64  -0.0838
C: 1.41 6.07 0.14  -0.0975
C: -2.56 3.14 -0.53  -0.0920
C: 3.09 -5.82 -0.89  -0.0982
C: -0.47 -1.32 2.64  -0.4264
C: 3.82 0.09 -0.16  -1.8484
C: -2.38 -2.28 0.17  -0.0709
C: 0.17 -2.54 2.06  -0.2540
C: -3.65 -2.89 -1.78  -0.1075
H: 1.36 -7.05 -0.50  0.0950
H: -0.33 -3.24 -2.36  0.1072
H: 2.74 2.55 1.00  0.0530
H: -2.50 -3.53 -3.48  0.0966
H: 3.73 -6.66 -1.14  0.0949
H: -1.40 2.53 -4.16  0.1020
H: -0.09 -5.15 0.07  0.1068
H: 4.27 4.48 1.02  0.1071
H: -4.40 3.83 -1.40  0.0975
H: -4.51 -2.21 0.06  0.0986
H: -1.87 2.71 2.08  0.0643
H: 3.43 6.74 0.46  0.0959
H: -0.49 5.13 -0.13  0.0987
H: 1.17 -2.72 2.47  0.0845
H: 4.62 -4.34 -1.20  0.1055
H: -2.43 0.76 4.29  0.0806
H: -0.43 -3.44 2.22  0.0892
H: -1.81 -1.90 4.29  0.0834
H: 0.10 2.00 -2.27  0.0832
H: -0.28 2.88 2.81  0.0903
H: 1.04 7.06 -0.12  0.0954
H: 3.17 -2.45 -0.64  0.0625
H: -4.61 -3.02 -2.28  0.0931
H: -2.90 3.32 0.48  0.0901
H: -2.35 -1.91 1.19  0.0938
H: -3.66 3.45 -3.72  0.0961

2.
Computed, not measured: a structure of composition C31H26N7O6V, with ωB97M-V/def2-TZVPD.

Calculated values
* HOMO-LUMO gap (alpha / beta): 6.14 / 6.55 eV
* spin multiplicity: 3
* energy above the lowest of the compared OMol25 structures with the same formula, charge and spin: 18.08 kJ/mol
* charge: -2
* highest occupied orbital energy (alpha / beta): -1.742 / -2.149 eV
* energy: -80977.9830 eV
* ⟨S²⟩: 2.011

Each line ends with the Löwdin charge.
Atoms and positions in Å:
V: -0.63 0.07 0.02  1.0668
O: -2.98 0.77 -4.02  -0.1063
O: 0.37 1.24 -1.34  -0.1346
O: 0.18 -0.66 1.76  -0.1543
O: 0.80 -1.26 -0.90  -0.0593
O: -1.94 0.11 -1.54  -0.1178
O: -2.32 0.50 1.14  -0.1133
N: -1.50 -1.90 0.31  -0.0576
N: 2.61 -0.45 0.20  0.1945
N: 5.47 -1.58 -1.47  0.0799
N: -1.12 -2.55 1.48  0.0966
N: 0.92 2.71 0.31  0.0775
N: 2.07 -2.82 -3.97  0.0916
N: -0.01 1.92 0.99  -0.0208
C: 2.43 -2.30 -2.99  -0.2592
C: -2.86 -2.09 -1.68  -0.1265
C: 2.35 2.23 -3.00  -0.0116
C: -2.31 -2.55 -0.43  -0.0638
C: 0.25 -2.35 3.43  -0.1262
C: 0.06 -3.68 3.79  -0.0361
C: 0.36 3.54 2.76  -0.0545
C: 2.01 2.88 -1.82  -0.1281
C: 1.04 2.24 -0.89  -0.4616
C: 3.50 4.68 -2.39  -0.1112
C: -2.61 -0.78 -2.17  -0.2632
C: -3.54 0.48 3.14  -0.0293
C: 4.32 -1.62 -1.65  -0.2865
C: 3.27 2.80 -3.87  -0.0891
C: 1.21 -3.29 5.87  -0.1224
C: 2.93 -1.69 -1.82  -0.2190
C: 2.05 -1.14 -0.84  -0.4909
C: 3.85 4.03 -3.57  -0.1216
C: -1.41 1.76 2.91  -0.0486
C: -1.61 1.13 -4.21  -0.0641
C: -0.26 -1.82 2.12  -0.4482
C: 2.59 4.11 -1.52  -0.0417
C: 1.40 -1.96 5.51  -0.0990
C: -4.25 -2.63 -3.60  -0.1331
C: 0.93 -1.50 4.29  -0.0205
C: -2.34 0.93 2.33  -0.4714
C: -3.17 -0.47 -3.45  -0.2243
C: -0.34 2.35 2.17  -0.3350
C: -3.68 -2.98 -2.39  -0.0849
C: 0.53 -4.15 5.01  -0.1057
C: -3.97 -1.36 -4.12  -0.0359
H: -4.37 -1.05 -5.08  0.1050
H: 0.07 3.67 3.80  0.0590
H: -3.53 -0.61 3.21  0.0776
H: -1.56 2.09 3.93  0.0809
H: 0.10 4.44 2.21  0.0733
H: 3.54 2.28 -4.78  0.0961
H: -1.12 0.41 -4.89  0.0942
H: -3.56 0.90 4.14  0.0621
H: 2.32 4.60 -0.59  0.1006
H: 2.02 -0.30 1.01  0.0816
H: 1.90 1.27 -3.21  0.1176
H: -4.88 -3.32 -4.14  0.0779
H: 3.95 5.64 -2.16  0.0866
H: 1.06 -0.47 3.99  0.1127
H: -4.46 0.76 2.60  0.0757
H: 1.44 3.43 2.68  0.0669
H: 0.38 -5.18 5.28  0.0894
H: -0.47 -4.33 3.11  0.1018
H: 1.58 -3.66 6.82  0.0861
H: -1.62 2.11 -4.69  0.0817
H: 1.92 -1.29 6.18  0.0917
H: 4.56 4.47 -4.26  0.0854
H: -2.60 -3.54 -0.09  0.1194
H: -1.06 1.17 -3.27  0.0647
H: 3.61 -0.45 0.31  0.0871
H: -3.86 -3.96 -1.97  0.0953

3.
Computed, not measured: a structure of composition C31H27BF7N2PRe at a distorted geometry, with ωB97M-V/def2-TZVPD.

Calculated values
* HOMO-LUMO gap (alpha / beta): 6.57 / 6.79 eV
* spin multiplicity: 2
* energy above the lowest of the compared OMol25 structures with the same formula, charge and spin: 18.42 kJ/mol
* charge: +2
* highest occupied orbital energy (alpha / beta): -14.398 / -14.358 eV
* energy: -66674.9016 eV
* ⟨S²⟩: 0.883

Each line ends with the Löwdin charge.
Atoms and positions in Å:
Re: 0.85 0.55 -0.88  1.4350
P: -0.14 -1.00 0.68  0.9943
F: 3.88 3.27 -2.49  0.3044
F: 2.93 4.88 4.16  0.1750
F: 1.73 6.28 3.02  0.1861
F: 0.79 4.96 4.45  0.1738
F: 1.66 3.36 -1.99  0.2156
F: 2.37 0.73 -1.89  -0.3576
F: 2.30 2.73 -4.08  0.2888
N: 1.08 2.11 0.52  -0.1272
N: 0.72 -1.24 -2.16  -0.0262
C: -1.65 -0.56 1.52  -0.3566
C: 2.24 2.12 1.21  -0.0763
C: 0.07 -2.45 -1.63  -0.2773
C: 0.36 4.02 1.74  0.0536
C: 3.32 -2.25 3.40  -0.0365
C: 0.16 3.06 0.78  -0.0829
C: -0.84 1.28 -1.83  -0.2222
C: -0.05 -3.57 -2.44  0.0021
C: -0.39 -2.47 -0.33  -0.3050
C: 2.42 -1.75 1.24  -0.1130
C: -2.74 0.61 3.31  -0.0431
C: 1.77 5.05 3.54  -0.5987
C: -1.36 0.54 -3.03  -0.3313
C: -1.59 0.33 2.60  -0.1055
C: 1.02 -1.56 3.20  -0.0630
C: -0.70 0.65 -4.25  -0.0650
C: 2.10 -1.96 3.99  -0.0387
C: -3.95 0.03 2.93  -0.0303
C: -2.87 -1.10 1.11  -0.0780
C: -1.19 0.00 -5.37  -0.0466
C: -2.50 -0.24 -2.94  -0.0456
C: -0.63 -4.72 -1.93  -0.0211
C: 1.18 -1.46 1.82  -0.3517
C: -4.02 -0.80 1.82  -0.0380
C: -0.96 -3.63 0.19  -0.0548
C: -2.36 -0.75 -5.28  -0.0553
C: 3.48 -2.15 2.02  -0.0471
C: -3.01 -0.88 -4.07  -0.0511
C: 2.51 3.06 2.18  0.0584
C: -1.08 -4.76 -0.61  -0.0308
C: 1.55 4.01 2.46  -0.0546
B: 2.63 3.11 -2.86  -0.8854
H: 0.30 -1.00 -3.06  0.0865
H: 2.54 -1.69 0.16  0.0935
H: 0.31 -3.54 -3.46  0.1325
H: 1.69 -1.48 -2.38  0.1241
H: -3.02 -0.32 -1.99  0.1071
H: -4.96 -1.22 1.52  0.1229
H: -0.65 0.78 2.89  0.1055
H: -1.31 -3.66 1.21  0.1262
H: 0.07 -1.37 3.67  0.1051
H: -3.91 -1.47 -3.99  0.1162
H: -1.59 1.37 -1.03  0.0834
H: -0.75 3.03 0.20  0.1158
H: -4.85 0.25 3.50  0.1241
H: 3.46 3.04 2.70  0.1420
H: 0.20 1.26 -4.33  0.1129
H: 2.97 1.36 0.95  0.1237
H: -2.70 1.27 4.17  0.1214
H: 4.16 -2.56 4.02  0.1229
H: 4.43 -2.39 1.56  0.1208
H: -2.78 -1.20 -6.17  0.1177
H: -1.51 -5.66 -0.21  0.1243
H: -0.47 2.28 -2.10  0.0813
H: -0.67 0.09 -6.32  0.1190
H: -0.39 4.78 1.93  0.1485
H: 1.98 -2.04 5.06  0.1221
H: -0.72 -5.59 -2.56  0.1260
H: -2.92 -1.75 0.24  0.1040